Model 1:
Formula: C4H4N2O
Source: OMol25
Level of theory: wB97M-V/def2-TZVPD

Positions of all 11 atoms, in Å:
N1 1.155 0.802 -1.437
C1 0.802 0.306 -0.340
C2 -0.487 0.262 0.002
C3 -1.094 0.724 -1.126
H1 1.387 -1.642 0.896
O1 -0.162 1.108 -1.864
H2 -2.005 0.841 -1.568
C4 0.882 -0.699 0.899
H3 1.181 -0.123 1.927
H4 -1.090 -0.746 1.703
N2 -0.569 -0.833 0.909

Properties
**Spin multiplicity**: 1
**Gap between HOMO and LUMO**: 9.60 eV
**Total charge**: 0

Here are the natural (NBO) charges for atoms 1 to 8, given in e:
1 N -0.130
2 C 0.110
3 C -0.053
4 C 0.166
5 H 0.213
6 O -0.273
7 H 0.208
8 C -0.201



Model 2:
Formula: C4H4N2O
Source: OMol25
Level of theory: wB97M-V/def2-TZVPD

Positions of all 11 atoms, in Å:
H1 -0.145 1.748 -0.748
N1 1.317 -0.208 1.644
H2 -1.828 0.117 -1.465
C1 0.987 -0.149 -0.727
C2 -0.066 0.717 -0.295
N2 1.789 -0.962 -0.901
O1 2.127 -1.005 1.985
C3 0.771 0.527 0.876
H3 -1.361 -1.061 -0.189
H4 -2.181 0.290 0.235
C4 -1.411 -0.013 -0.416

Properties
**Spin multiplicity**: 1
**Gap between HOMO and LUMO (alpha / beta)**: 9.76 / 9.76 eV
**Total charge**: 0

Here are the natural (NBO) charges for atoms 1 to 8, given in e:
1 H 0.276
2 N 0.240
3 H 0.230
4 C 0.209
5 C -0.319
6 N -0.280
7 O -0.336
8 C 0.114



Model 3:
Formula: C4H4N2O
Source: OMol25
Level of theory: wB97M-V/def2-TZVPD

Positions of all 11 atoms, in Å:
H1 2.087 1.219 1.156
N1 -0.807 -2.367 0.260
H2 -1.387 -2.303 1.097
H3 1.872 2.021 -0.344
C1 0.327 0.991 0.357
O1 -2.117 0.388 -1.525
C2 1.762 1.084 0.151
H4 2.078 0.177 -0.391
C3 -1.885 -0.513 -0.833
C4 -1.159 -1.565 -0.578
N2 -0.771 0.868 0.650

Properties
**Spin multiplicity**: 1
**SMILES**: N=C=C=O.CC#N
**Gap between HOMO and LUMO**: 7.82 eV
**Total charge**: 0

Here are the natural (NBO) charges for atoms 1 to 8, given in e:
1 H 0.258
2 N -0.518
3 H 0.344
4 H 0.256
5 C 0.335
6 O -0.424
7 C -0.716
8 H 0.269



Result of the stability comparison: model 3 is the most stable of them.